[1]
50
Properties=species:S:1:pos:R:3:lowdin_charge:R:1 method="wB97M-V/def2-TZVPD" total_charge=0 lumo_energy_ev=-0.1 e_tot_ev=-47191.9951 e_above_lowest_kcal_mol=17.8 homo_lumo_gap_ev=8.07 smiles="O=C(COC(=O)CNS(=O)(=O)/C=C/c1ccccc1)Nc1cccc2ccccc12"
O 2.43 2.38 -0.01 0.083
C 1.75 1.78 0.78 -0.446
C 1.19 2.50 2.02 -0.040
O 0.10 1.81 2.63 -0.022
C -0.92 2.58 3.08 -0.480
O -0.95 3.77 2.98 0.134
C -1.99 1.74 3.76 -0.132
N -2.10 0.38 3.31 -0.122
S -3.07 0.12 1.96 0.618
O -3.06 -1.30 1.75 -0.289
O -4.30 0.80 2.22 -0.278
C -2.22 0.93 0.63 -0.129
C -1.75 0.19 -0.37 -0.078
C -0.97 0.62 -1.52 -0.221
C -0.46 1.92 -1.64 -0.031
C 0.33 2.26 -2.72 -0.066
C 0.62 1.32 -3.70 -0.073
C 0.10 0.04 -3.60 -0.077
C -0.68 -0.31 -2.52 -0.030
N 1.42 0.47 0.75 0.165
C 1.73 -0.49 -0.23 -0.161
C 2.63 -0.22 -1.23 -0.005
C 2.91 -1.18 -2.21 -0.070
C 2.30 -2.40 -2.19 -0.043
C 1.37 -2.71 -1.17 -0.173
C 0.72 -3.96 -1.15 -0.030
C -0.19 -4.27 -0.18 -0.070
C -0.48 -3.33 0.83 -0.069
C 0.15 -2.12 0.84 -0.041
C 1.08 -1.76 -0.16 -0.103
H 2.00 2.58 2.76 0.150
H 0.89 3.51 1.74 0.136
H -1.79 1.77 4.84 0.144
H -2.97 2.20 3.58 0.130
H -1.25 -0.16 3.32 0.100
H -2.18 2.00 0.71 0.098
H -1.94 -0.87 -0.30 0.106
H -0.68 2.65 -0.88 0.114
H 0.73 3.26 -2.79 0.111
H 1.24 1.59 -4.53 0.106
H 0.32 -0.69 -4.36 0.109
H -1.07 -1.32 -2.43 0.122
H 0.81 0.15 1.49 0.113
H 3.11 0.74 -1.28 0.105
H 3.62 -0.94 -2.99 0.109
H 2.51 -3.14 -2.94 0.111
H 0.96 -4.68 -1.92 0.113
H -0.69 -5.22 -0.18 0.105
H -1.21 -3.56 1.58 0.107
H -0.11 -1.43 1.63 0.090



[2]
58
Properties=species:S:1:pos:R:3:lowdin_charge:R:1 method="wB97M-V/def2-TZVPD" total_charge=-2 multiplicity=3 lumo_energy_ev="3.5 / 2.8" e_tot_ev=-359350.2817 s2=2.014 homo_lumo_gap_ev="6.86 / 6.10"
Ti 0.44 -0.18 0.65 0.502
C 1.62 3.75 -1.07 -0.038
C 1.40 2.29 -0.81 -0.222
N 0.45 1.85 -0.01 -0.075
N -0.39 2.85 0.51 -0.048
C -1.24 2.42 1.37 -1.059
S -1.44 0.75 1.89 0.594
S -2.29 3.66 2.07 0.860
C -1.75 3.49 3.81 -0.439
C -0.31 3.85 3.99 -0.306
C 0.08 5.18 4.16 -0.069
C 1.42 5.52 4.24 -0.098
C 2.39 4.54 4.13 -0.097
C 2.02 3.21 3.97 -0.097
C 0.68 2.87 3.90 -0.058
C 2.29 1.33 -1.50 -0.126
C 3.48 1.82 -2.09 -0.081
C 4.33 1.02 -2.81 -0.113
C 4.01 -0.33 -2.97 -0.118
C 2.87 -0.85 -2.42 -0.031
C 2.00 -0.05 -1.67 -0.328
O 0.91 -0.63 -1.13 -0.230
H 0.77 4.34 -0.73 0.067
H 1.81 3.93 -2.12 0.085
H 2.50 4.05 -0.49 0.016
H -1.96 2.47 4.13 0.061
H -2.40 4.17 4.35 0.070
H -0.69 5.95 4.22 0.104
H 1.70 6.56 4.37 0.091
H 3.45 4.80 4.16 0.095
H 2.79 2.45 3.86 0.017
H 0.40 1.83 3.74 0.062
H 3.75 2.85 -1.92 0.081
H 5.26 1.42 -3.19 0.102
H 4.69 -0.98 -3.51 0.103
H 2.62 -1.90 -2.51 0.115
N 0.15 -2.28 1.41 -0.023
C -1.08 -2.70 2.06 -0.327
C -1.32 -2.37 3.38 -0.055
C -2.48 -2.81 4.00 -0.042
C -3.40 -3.58 3.31 -0.257
C -3.17 -3.88 1.97 -0.055
C -2.01 -3.45 1.35 -0.037
S -4.88 -4.21 4.12 0.393
O -4.73 -3.83 5.51 -0.380
O -5.98 -3.56 3.42 -0.371
O -4.80 -5.65 3.88 -0.377
H 0.31 -2.87 0.59 0.100
H 0.94 -2.44 2.02 0.041
H -0.59 -1.77 3.92 0.112
H -2.68 -2.58 5.04 0.108
H -3.90 -4.48 1.44 0.116
H -1.82 -3.70 0.31 0.108
Se 5.66 1.59 3.63 -0.080
Sb 4.64 0.83 1.53 -0.281
Se 5.90 -0.68 0.13 -0.168
Se 4.63 3.24 1.08 -0.030
Se 2.39 -0.13 2.19 0.116



[3]
48
Properties=species:S:1:pos:R:3:lowdin_charge:R:1 method="wB97M-V/def2-TZVPD" total_charge=0 lumo_energy_ev=-0.5 e_tot_ev=-33193.9267 e_above_lowest_kcal_mol=15.4 homo_lumo_gap_ev=8.23 smiles="O=C(N[C@@H]1CNC[C@H]1c1ccccc1)c1ccc2c(c1)COc1cncnc1-2"
O -0.62 -1.95 0.45 0.058
C -0.30 -0.83 0.86 -0.387
N 0.92 -0.70 1.54 0.114
C 1.86 -1.79 1.90 -0.237
C 1.29 -2.71 2.99 -0.155
N 2.44 -3.00 3.87 -0.051
C 3.65 -2.22 3.46 -0.166
C 3.13 -1.19 2.49 -0.240
C 4.18 -0.79 1.44 -0.171
C 4.82 -1.74 0.60 -0.030
C 5.80 -1.34 -0.34 -0.084
C 6.08 0.01 -0.50 -0.107
C 5.39 0.99 0.23 -0.073
C 4.49 0.58 1.25 -0.035
C -1.10 0.37 0.48 -0.112
C -0.93 1.61 1.10 -0.027
C -1.63 2.72 0.70 -0.004
C -2.56 2.62 -0.35 -0.073
C -2.79 1.34 -0.96 -0.124
C -2.03 0.28 -0.56 0.024
C -3.87 1.18 -2.00 -0.084
O -4.30 2.38 -2.69 -0.011
C -4.12 3.58 -2.04 -0.163
C -4.67 4.75 -2.55 -0.060
N -4.51 5.95 -2.01 0.082
C -3.67 6.00 -0.97 -0.199
N -3.12 4.95 -0.40 0.132
C -3.32 3.74 -0.89 -0.166
H 1.30 0.22 1.60 0.104
H 2.08 -2.37 1.04 0.141
H 0.45 -2.25 3.51 0.116
H 0.86 -3.60 2.55 0.105
H 2.22 -2.82 4.88 0.117
H 4.37 -2.92 3.01 0.106
H 4.19 -1.74 4.29 0.125
H 2.84 -0.28 3.07 0.151
H 4.65 -2.81 0.76 0.108
H 6.31 -2.11 -0.95 0.111
H 6.81 0.33 -1.26 0.102
H 5.59 2.05 0.09 0.095
H 4.00 1.30 1.91 0.101
H -0.20 1.78 1.89 0.112
H -1.40 3.66 1.18 0.112
H -2.20 -0.68 -1.04 0.136
H -4.74 0.71 -1.50 0.143
H -3.51 0.45 -2.73 0.133
H -5.28 4.71 -3.45 0.124
H -3.45 6.99 -0.55 0.109



[4]
48
Properties=species:S:1:pos:R:3:lowdin_charge:R:1 method="wB97M-V/def2-TZVPD" total_charge=0 lumo_energy_ev=-0.4 e_tot_ev=-41982.5627 e_above_lowest_kcal_mol=0.0 homo_lumo_gap_ev=8.35 smiles="CC(C)(C)c1nnc(NC(=O)c2cc(-c3ccccc3)nc3ccccc23)s1"
C 1.34 3.92 -3.43 -0.052
C 0.59 2.73 -2.82 -0.616
C -0.92 2.90 -3.02 -0.060
C 1.06 1.42 -3.46 -0.048
C 0.90 2.66 -1.36 -0.529
N 1.84 3.28 -0.76 0.018
N 1.97 2.99 0.53 0.013
C 1.12 2.12 0.95 -0.571
N 1.10 1.73 2.27 0.133
C 0.47 0.67 2.88 -0.432
O 0.52 0.56 4.09 0.115
C -0.20 -0.30 1.98 -0.143
C 0.56 -1.05 1.11 0.004
C -0.09 -1.97 0.25 -0.225
C 0.68 -2.73 -0.75 -0.167
C 1.82 -2.20 -1.34 -0.037
C 2.51 -2.92 -2.30 -0.081
C 2.08 -4.19 -2.66 -0.087
C 0.94 -4.72 -2.08 -0.077
C 0.24 -3.99 -1.13 -0.025
N -1.38 -2.18 0.29 0.182
C -2.14 -1.48 1.15 -0.207
C -3.53 -1.72 1.16 -0.008
C -4.34 -1.02 2.00 -0.072
C -3.81 -0.04 2.86 -0.069
C -2.47 0.22 2.88 -0.010
C -1.60 -0.50 2.03 -0.107
S 0.00 1.57 -0.29 1.152
H 1.02 4.85 -2.97 0.087
H 2.41 3.81 -3.26 0.081
H 1.15 3.97 -4.50 0.086
H -1.46 2.05 -2.60 0.066
H -1.27 3.81 -2.53 0.091
H -1.14 2.97 -4.08 0.088
H 2.13 1.29 -3.32 0.091
H 0.86 1.45 -4.53 0.087
H 0.54 0.57 -3.03 0.071
H 1.66 2.32 2.88 0.167
H 1.63 -0.95 1.09 0.131
H 2.16 -1.20 -1.09 0.104
H 3.39 -2.50 -2.76 0.103
H 2.63 -4.75 -3.40 0.102
H 0.60 -5.70 -2.36 0.103
H -0.65 -4.39 -0.67 0.109
H -3.92 -2.47 0.49 0.113
H -5.41 -1.20 2.01 0.104
H -4.47 0.50 3.52 0.105
H -2.06 0.96 3.55 0.116



[5]
52
Properties=species:S:1:pos:R:3:lowdin_charge:R:1 method="wB97M-V/def2-TZVPD" total_charge=+1 lumo_energy_ev=-2.7 e_tot_ev=-104769.7526 e_above_lowest_kcal_mol=0.0 homo_lumo_gap_ev=8.50
Zn 0.57 0.29 0.44 0.763
C -7.59 2.51 1.64 -0.041
C -6.25 1.82 1.69 -0.258
C -5.84 1.15 2.84 -0.023
C -4.61 0.50 2.88 -0.049
C -3.80 0.53 1.76 -0.306
C -4.19 1.19 0.60 -0.048
C -5.41 1.84 0.58 -0.027
S -2.28 -0.34 1.79 0.575
O -2.03 -0.73 3.15 -0.311
O -2.28 -1.36 0.77 -0.302
N -1.16 0.71 1.28 -0.191
C -0.65 1.73 2.07 -0.379
C -1.26 2.43 3.11 0.012
C -0.55 3.45 3.71 -0.035
C 0.75 3.76 3.28 -0.058
C 1.29 3.01 2.27 -0.119
N 0.61 2.02 1.67 0.036
H -8.03 2.60 2.64 0.078
H -8.29 1.95 1.02 0.090
H -7.50 3.51 1.22 0.084
H -6.48 1.14 3.71 0.118
H -4.29 -0.02 3.77 0.115
H -3.54 1.20 -0.27 0.116
H -5.72 2.36 -0.32 0.120
H -2.26 2.17 3.43 0.112
H -1.00 4.01 4.51 0.120
H 1.32 4.55 3.74 0.109
H 2.30 3.18 1.91 0.115
N 1.85 -2.74 2.91 0.158
C 0.97 -1.92 2.32 -0.097
N 1.51 -1.25 1.33 0.042
C 2.85 -1.66 1.27 -0.215
C 3.87 -1.27 0.41 -0.016
C 5.11 -1.85 0.60 -0.069
C 5.32 -2.81 1.61 -0.067
C 4.31 -3.20 2.46 0.002
C 3.07 -2.60 2.27 -0.177
H 1.64 -3.35 3.69 0.176
H -0.06 -1.83 2.65 0.117
H 3.71 -0.53 -0.36 0.100
H 5.93 -1.57 -0.04 0.110
H 6.30 -3.25 1.72 0.111
H 4.47 -3.94 3.23 0.119
S 2.06 1.55 -3.58 1.106
C 1.84 -0.14 -3.56 -0.350
C 1.40 -0.54 -2.35 -0.209
N 1.22 0.49 -1.45 -0.117
C 1.52 1.65 -1.99 -0.444
H 2.05 -0.75 -4.42 0.085
H 1.18 -1.55 -2.05 0.126
H 1.44 2.59 -1.46 0.090



[6]
54
Properties=species:S:1:pos:R:3:lowdin_charge:R:1 method="wB97M-V/def2-TZVPD" total_charge=0 multiplicity=3 lumo_energy_ev="0.2 / -0.1" e_tot_ev=-77354.2843 e_above_lowest_kcal_mol=11.5 s2=2.010 homo_lumo_gap_ev="7.79 / 7.85"
V 0.30 -0.49 -0.13 0.925
O 1.23 -4.29 1.06 0.057
C 0.88 -3.12 0.95 -0.478
N 1.20 -2.22 0.01 -0.089
C 1.60 -2.73 -1.29 -0.124
C 0.49 -2.33 -2.26 -0.222
C 0.43 -2.74 -3.58 -0.005
C -0.68 -2.40 -4.33 -0.046
C -1.70 -1.67 -3.75 -0.046
C -1.55 -1.25 -2.45 -0.094
N -0.48 -1.57 -1.72 0.024
C -0.15 -2.51 1.89 -0.158
C -0.54 -3.11 3.07 0.014
C -1.54 -2.51 3.82 -0.041
C -2.14 -1.36 3.32 -0.036
C -1.71 -0.84 2.12 -0.074
N -0.72 -1.40 1.41 0.028
H 2.55 -2.31 -1.62 0.123
H 1.69 -3.82 -1.27 0.124
H 1.24 -3.32 -4.00 0.120
H -0.75 -2.71 -5.37 0.111
H -2.59 -1.40 -4.31 0.109
H -2.28 -0.62 -1.96 0.120
H -0.05 -4.02 3.37 0.124
H -1.86 -2.94 4.76 0.112
H -2.95 -0.87 3.86 0.110
H -2.16 0.05 1.70 0.118
O -1.02 0.80 -0.22 -0.228
C -1.18 2.05 0.21 -0.336
C -2.12 2.87 -0.41 0.003
C -2.31 4.17 0.01 -0.074
C -1.57 4.69 1.07 -0.093
C -0.64 3.89 1.68 -0.039
C -0.43 2.57 1.28 -0.092
C 0.59 1.74 1.92 -0.236
N 1.09 0.60 1.48 0.035
C 2.01 0.16 2.41 -0.091
C 2.07 1.05 3.43 -0.065
N 1.16 2.04 3.11 0.121
H -2.66 2.46 -1.26 0.121
H -3.04 4.80 -0.50 0.104
H -1.71 5.71 1.39 0.098
H -0.02 4.31 2.47 0.103
H 2.56 -0.75 2.28 0.115
H 2.65 1.07 4.33 0.111
H 0.96 2.86 3.66 0.148
C 2.63 1.55 -3.31 -0.135
S 1.33 1.34 -2.14 0.449
O 1.75 0.10 -1.36 -0.418
O 1.34 2.51 -1.29 -0.292
O 0.14 1.10 -2.92 -0.308
H 2.57 2.58 -3.66 0.066
H 2.47 0.86 -4.14 0.063
H 3.59 1.37 -2.83 0.065



[7]
51
Properties=species:S:1:pos:R:3:lowdin_charge:R:1 method="wB97M-V/def2-TZVPD" total_charge=0 lumo_energy_ev=0.2 e_tot_ev=-47010.8011 homo_lumo_gap_ev=8.39 smiles="CC(=O)Nc1ccc(NC(=O)CSc2ncnc3c2cnn3Cc2ccccc2)cc1"
C -4.34 -3.41 0.36 0.003
C -3.05 -2.87 -0.22 -0.511
O -3.01 -2.17 -1.21 0.043
N -1.96 -3.24 0.50 0.124
C -0.64 -2.83 0.31 -0.230
C -0.16 -2.40 -0.92 -0.005
C 1.13 -1.94 -1.06 0.001
C 1.97 -1.89 0.05 -0.229
N 3.23 -1.26 0.02 0.114
C 3.68 -0.42 -0.95 -0.550
O 3.38 -0.49 -2.12 0.082
C 4.61 0.66 -0.44 -0.347
S 4.03 1.41 1.14 0.967
C 2.27 1.20 1.01 -0.559
N 1.69 0.81 2.13 0.066
C 0.40 0.52 2.13 -0.207
N -0.42 0.54 1.11 0.198
C 0.14 0.98 -0.02 -0.241
C 1.52 1.37 -0.15 -0.132
C 1.61 1.80 -1.49 -0.080
N 0.45 1.67 -2.09 0.131
N -0.43 1.16 -1.22 -0.076
C -1.80 0.93 -1.58 -0.064
C -2.74 1.68 -0.68 -0.212
C -3.84 1.04 -0.12 -0.034
C -4.70 1.73 0.71 -0.082
C -4.46 3.07 1.00 -0.096
C -3.37 3.71 0.45 -0.083
C -2.51 3.02 -0.39 -0.040
C 1.52 -2.39 1.27 -0.033
C 0.24 -2.86 1.40 -0.029
H -5.16 -3.17 -0.31 0.085
H -4.28 -4.49 0.48 0.082
H -4.54 -2.95 1.33 0.086
H -2.13 -3.72 1.38 0.143
H -0.82 -2.40 -1.78 0.110
H 1.48 -1.58 -2.01 0.110
H 3.65 -1.16 0.94 0.123
H 4.72 1.43 -1.20 0.080
H 5.60 0.25 -0.20 0.084
H -0.02 0.22 3.08 0.114
H 2.45 2.20 -2.02 0.115
H -1.90 1.26 -2.62 0.139
H -2.02 -0.14 -1.53 0.100
H -4.01 0.00 -0.35 0.096
H -5.55 1.23 1.14 0.100
H -5.13 3.61 1.65 0.099
H -3.18 4.75 0.67 0.101
H -1.66 3.53 -0.82 0.115
H 2.18 -2.38 2.13 0.118
H -0.11 -3.23 2.35 0.113



[8]
56
Properties=species:S:1:pos:R:3:lowdin_charge:R:1 method="wB97M-V/def2-TZVPD" total_charge=+1 multiplicity=6 lumo_energy_ev="-3.1 / -4.7" e_tot_ev=-119960.6299 s2=8.763 homo_lumo_gap_ev="7.84 / 6.69"
Ru -0.23 -0.31 0.70 1.333
O 1.73 -0.80 4.40 0.118
C 1.16 -0.32 3.45 -0.593
O 0.06 -0.76 2.89 -0.365
C 1.68 0.96 2.83 -0.187
C 2.58 1.78 3.46 0.027
C 2.94 2.97 2.84 -0.021
C 2.40 3.27 1.60 -0.032
C 1.53 2.38 1.01 -0.120
N 1.17 1.24 1.63 -0.005
H 2.97 1.48 4.43 0.132
H 3.63 3.65 3.32 0.120
H 2.66 4.19 1.09 0.115
H 1.11 2.55 0.03 0.106
N -1.76 1.31 3.43 0.208
C -2.36 1.70 2.31 -0.419
N -3.24 2.70 2.40 0.183
C -3.87 3.01 1.28 -0.426
N -4.75 4.02 1.31 0.191
N -3.72 2.38 0.09 0.184
C -2.81 1.44 0.09 -0.284
N -2.05 1.07 1.13 0.076
C -2.62 0.69 -1.18 -0.196
C -3.44 0.92 -2.26 0.016
C -3.26 0.15 -3.41 -0.016
C -2.26 -0.80 -3.42 -0.013
C -1.47 -0.95 -2.29 -0.152
N -1.64 -0.22 -1.19 0.016
H -2.06 1.74 4.28 0.128
H -1.20 0.46 3.44 0.069
H -4.93 4.49 2.19 0.119
H -5.28 4.24 0.49 0.117
H -4.21 1.67 -2.19 0.117
H -3.89 0.30 -4.27 0.122
H -2.09 -1.44 -4.27 0.122
H -0.70 -1.71 -2.26 0.057
Se -0.86 -2.67 1.31 0.736
C -1.19 -3.41 -0.35 -0.771
N -1.35 -3.88 -1.39 0.081
C 3.47 0.13 -2.26 -0.210
S 1.77 -0.39 -2.21 0.981
O 1.22 0.27 -0.95 -0.653
C 2.00 -2.11 -1.84 -0.432
C 2.39 -2.50 -0.57 -0.108
C 2.53 -3.85 -0.29 -0.058
C 2.30 -4.78 -1.29 -0.045
C 1.91 -4.38 -2.56 -0.057
C 1.75 -3.03 -2.84 -0.090
H 3.95 -0.15 -1.33 0.069
H 3.49 1.21 -2.41 0.064
H 3.93 -0.37 -3.11 0.073
H 2.59 -1.76 0.20 0.107
H 2.82 -4.16 0.70 0.120
H 2.40 -5.84 -1.07 0.118
H 1.71 -5.12 -3.33 0.118
H 1.43 -2.71 -3.83 0.117



[9]
50
Properties=species:S:1:pos:R:3:lowdin_charge:R:1 method="wB97M-V/def2-TZVPD" total_charge=+2 lumo_energy_ev="-8.3 / -8.4" e_tot_ev=-194870.0190 homo_lumo_gap_ev="5.99 / 5.89"
Pd 0.35 1.22 -0.27 0.239
S 0.34 1.83 1.98 0.687
C -0.80 0.79 2.80 -0.640
C -0.99 1.00 4.16 -0.074
C -1.88 0.20 4.85 -0.017
C -2.63 -0.79 4.20 -0.027
C -2.46 -0.99 2.85 -0.058
C -1.52 -0.23 2.16 -0.383
As -1.15 -0.47 0.33 1.333
C -2.52 -1.35 -0.65 -0.416
C -2.31 -2.66 -1.06 -0.086
C -3.34 -3.32 -1.71 -0.038
C -4.54 -2.67 -1.94 -0.024
C -4.74 -1.36 -1.53 -0.040
C -3.72 -0.68 -0.87 -0.130
C 0.59 -1.24 0.01 -0.419
C 0.95 -1.46 -1.33 -0.128
C 2.21 -1.96 -1.62 -0.039
C 3.09 -2.24 -0.58 -0.017
C 2.73 -2.01 0.75 -0.033
C 1.49 -1.50 1.05 -0.084
H -0.46 1.79 4.67 0.122
H -2.02 0.36 5.91 0.130
H -3.33 -1.39 4.76 0.127
H -3.05 -1.74 2.33 0.120
H -1.36 -3.16 -0.88 0.111
H -3.20 -4.34 -2.03 0.124
H -5.34 -3.19 -2.46 0.125
H -5.68 -0.86 -1.71 0.125
H -3.87 0.34 -0.55 0.116
H 0.24 -1.27 -2.13 0.083
H 2.50 -2.14 -2.64 0.125
H 4.07 -2.64 -0.81 0.126
H 3.43 -2.25 1.55 0.125
H 1.21 -1.32 2.08 0.115
C 4.92 4.31 -0.11 -0.066
C 4.88 2.82 -0.48 -0.189
C 3.53 2.29 -0.40 -0.141
N 2.46 1.89 -0.32 0.084
H 5.95 4.65 -0.12 0.090
H 4.51 4.48 0.88 0.086
H 4.36 4.90 -0.83 0.087
H 5.50 2.23 0.19 0.133
H 5.23 2.65 -1.49 0.134
Br -1.00 3.26 0.00 0.212
Cl 0.94 1.90 -3.01 0.542
C -0.56 1.71 -3.95 -0.922
Cl -1.72 0.71 -3.08 0.583
H -0.32 1.23 -4.88 0.044
H -0.99 2.70 -4.09 0.044



F_max values (in eV/Å) by entry order: 0.9 1.1 2.9 1.8 0.5 1.6 1.1 0.4 0.5.